# 1
The following is a quantum chemistry calculation of 4 unconnected molecules or ions with the total composition C39H60ClFN4O7S2Si, from OMol25.

The geometry in XYZ format:
```
115
Properties=species:S:1:pos:R:3:mulliken_charge:R:1
C -5.01344 1.98923 -1.73054 -0.784
C -4.91313 3.31342 -0.94272 -0.727
C -3.79555 4.26178 -1.42824 -0.675
C -2.52217 4.24245 -0.54375 -0.904
C -1.30925 3.80764 -1.36900 0.041
C 0.03012 3.68840 -0.63250 -2.048
C 0.36620 2.40658 0.15582 0.697
Cl -0.57175 2.42965 1.66321 -0.175
C 0.24338 1.01374 -0.57600 0.856
S 0.83535 1.27692 -2.30726 0.080
C -1.26816 0.63426 -0.50681 -0.076
C -1.85857 -0.24915 -1.55806 -0.835
O -2.22217 -1.36415 -1.41970 -0.524
F -2.09832 0.37864 -2.70986 -0.067
C 1.05810 -0.20536 0.04413 0.448
C 1.40656 -1.24836 -1.04911 -0.911
C 1.38285 -2.70833 -0.60668 -1.911
O 0.10818 -2.99738 -0.06487 -0.349
Si -0.62000 -4.41917 -0.55916 0.966
C 0.46776 -5.88402 -0.14559 -1.227
C -0.95877 -4.41432 -2.39830 -1.155
C -2.24743 -4.48615 0.34836 -1.151
C 2.23527 0.03696 1.06899 0.849
C 3.59529 -0.50863 0.61690 -2.106
C 4.25324 0.27775 -0.51935 -0.353
C 5.24070 -0.56567 -1.33706 -0.703
C 5.37222 -0.04862 -2.75853 -0.717
O 6.03778 1.20317 -2.81754 -0.578
N 1.94867 -0.53696 2.40024 0.223
C 1.84029 -1.98683 2.49084 -1.285
C 0.87557 0.06938 3.13941 0.625
C 1.25347 1.17519 4.07141 -1.152
O -0.25102 -0.37249 3.07374 -0.555
O 2.49491 1.43206 1.43956 -0.356
S 2.10002 2.72331 0.64737 1.406
O 2.11505 3.77111 1.62493 -0.662
O 2.88461 2.88323 -0.53393 -0.671
H -4.35723 1.97380 -2.59728 0.111
H -4.74261 1.13644 -1.10554 0.138
H -6.03698 1.80322 -2.04780 0.395
H -4.75839 3.06767 0.10787 0.380
H -5.87611 3.82002 -0.98032 0.399
H -3.52783 3.94272 -2.43571 0.246
H -4.20435 5.26809 -1.48539 0.444
H -2.69916 3.54882 0.27335 0.274
H -2.35437 5.24327 -0.14934 0.544
H -1.16249 4.56876 -2.13665 0.174
H -1.59151 2.91279 -1.91321 0.086
H 0.83286 3.91759 -1.32641 0.563
H 0.06104 4.48767 0.11040 0.707
H -0.27195 1.76912 -2.86807 -0.184
H -1.47185 0.13495 0.43741 0.678
H -1.87177 1.53856 -0.50172 0.064
H 0.31702 -0.73266 0.64269 0.915
H 2.33536 -1.02603 -1.56610 0.483
H 0.63166 -1.20315 -1.80931 0.586
H 2.17112 -2.97168 0.09435 0.070
H 1.57747 -3.29980 -1.51030 0.883
H 0.02664 -6.77879 -0.57852 0.326
H 0.55360 -6.02127 0.93050 0.298
H 1.47198 -5.72131 -0.54003 0.317
H -1.83266 -5.02527 -2.61918 0.432
H -1.19800 -3.40447 -2.73234 0.199
H -0.12013 -4.75401 -3.00740 0.324
H -2.28325 -5.31263 1.05346 0.195
H -2.42321 -3.54721 0.87401 0.326
H -3.05707 -4.58480 -0.37391 0.380
H 3.53137 -1.55790 0.36262 0.290
H 4.22229 -0.44321 1.50670 0.834
H 4.78481 1.12485 -0.09812 0.639
H 3.49151 0.64453 -1.20333 0.008
H 6.21521 -0.57901 -0.85071 0.472
H 4.88327 -1.59860 -1.39603 0.298
H 5.90844 -0.76048 -3.38455 0.438
H 4.36398 0.03887 -3.17739 0.224
H 5.37936 1.90313 -2.78751 0.337
H 2.74706 -2.47624 2.15228 0.335
H 1.71321 -2.24458 3.54084 0.466
H 0.97925 -2.40606 1.96917 0.443
H 1.94022 0.82070 4.83569 0.406
H 0.34026 1.54781 4.52808 0.411
H 1.70204 1.99406 3.51651 0.070
C -1.63849 3.62886 -7.40106 -0.126
C -1.58842 4.63594 -6.45088 -0.854
C -1.57206 4.27809 -5.11200 0.029
N -1.60406 3.01727 -4.68784 0.053
C -1.65455 2.05904 -5.61108 -0.111
C -1.67222 2.31141 -6.97421 -0.838
H -1.65162 3.86709 -8.45654 0.390
H -1.56243 5.67778 -6.73812 0.390
H -1.53303 5.03779 -4.33829 0.301
H -1.68393 1.04159 -5.23574 0.395
H -1.71200 1.49370 -7.68011 0.387
C 1.80701 5.05044 4.85456 0.093
C 2.73294 5.44235 5.80739 -0.632
C 2.26162 5.91967 7.02268 -0.183
N 0.96976 6.01813 7.32845 -0.580
C 0.09253 5.63154 6.40499 -0.328
C 0.46066 5.14495 5.16031 -0.336
H 2.12073 4.67435 3.88782 0.531
H 3.79548 5.38171 5.61658 0.360
H 2.95317 6.23795 7.79532 0.353
H -0.95307 5.71699 6.68000 0.348
H -0.28895 4.84406 4.44029 0.394
C -2.29221 -9.91468 3.41072 -0.139
C -1.96364 -8.67609 3.93678 -0.738
C -1.73004 -7.62849 3.05890 -0.024
N -1.80044 -7.74511 1.73546 -0.157
C -2.11657 -8.94100 1.24529 -0.122
C -2.37171 -10.05216 2.03450 -0.663
H -2.48352 -10.75778 4.06166 0.374
H -1.89016 -8.52123 5.00423 0.351
H -1.47414 -6.64231 3.43298 0.367
H -2.16685 -9.01022 0.16380 0.394
H -2.62577 -10.99921 1.57906 0.360
```

## Properties
SMILES: CCCCCC[C@@]1(Cl)[C@](S)(CC(=O)F)[C@@H](CCO[Si](C)(C)C)[C@](CCCCO)(N(C)C(C)=O)OS1(=O)=O.c1ccncc1.c1ccncc1.c1ccncc1
Orbital gap (Eh): 0.1221
Lowest unoccupied orbital energy (eV): -5.96
Max |F| (eV/A): 0.869
E_tot (Ha): -3913.7256
Highest occupied orbital energy (eV): -9.279


# 2
The following is a quantum chemistry calculation of a gas-phase ion, C5H8NS2 (charge +1), from OMol25.

The geometry in XYZ format:
```
16
Properties=species:S:1:pos:R:3:nbo_charge:R:1
C -2.30811 -0.59271 0.68448 -0.470
C -2.38833 0.75870 0.60382 -0.410
C 2.17861 -0.52120 0.12950 -0.217
C 1.79631 0.79535 -0.40293 -0.222
C -0.18378 -0.59019 -1.00987 -0.189
N 0.76260 -0.12883 -0.01167 -0.434
S -1.36230 -1.65327 -0.35856 0.503
S -1.48636 1.71313 -0.46301 0.145
H -3.06510 -0.93862 1.38361 0.272
H -3.27451 1.07747 1.21957 0.286
H 2.51146 -1.35837 -0.58066 0.257
H 2.63063 -0.52041 1.08867 0.258
H 1.81701 1.80200 0.14473 0.270
H 1.97483 0.96049 -1.40720 0.243
H 0.19815 -0.82564 -1.91145 0.220
H 0.19888 0.02210 0.89098 0.486
```

## Properties
Energy relative to the best compared isomer or geometry (same formula, charge and spin) (kcal/mol): 89.07
Net charge: +1
Orbital gap (spin up / spin down) (Eh): 0.2413 / 0.2362
Lowest unoccupied orbital energy (spin up / spin down) (eV): -5.80 / -5.90
Max |F| (eV/A): 5.129
E_tot (Ha): -1046.0290
Highest occupied orbital energy (spin up / spin down) (eV): -12.365 / -12.325


# 3
The following is a quantum chemistry calculation of 18 unconnected molecules or ions with the total composition H36O18, from OMol25.

The geometry in XYZ format:
```
54
Properties=species:S:1:pos:R:3:nbo_charge:R:1
O 1.41409 6.06167 0.11679 -0.958
H 2.26581 5.69414 0.39605 0.473
H 1.22006 5.31619 -0.49381 0.475
O 4.19754 -3.21629 -0.46395 -1.011
H 4.94254 -3.81055 -0.47173 0.499
H 3.89460 -2.81942 0.36276 0.514
O 0.02384 -3.06618 -2.42027 -0.974
H 0.80506 -2.48424 -2.47500 0.482
H -0.32713 -3.12540 -3.32323 0.493
O 0.70454 0.76546 -0.85381 -0.945
H 0.69279 0.51392 -1.79580 0.459
H 1.58553 0.37388 -0.75656 0.485
O -0.23805 -1.54941 -5.23753 -0.957
H -0.51868 -1.07370 -4.43286 0.482
H 0.71772 -1.69588 -5.28177 0.477
O 4.27869 -2.63139 2.29006 -0.984
H 4.14890 -1.69979 2.45490 0.496
H 4.77232 -3.15154 2.92711 0.499
O 2.03138 2.39825 -4.04436 -0.949
H 2.69432 1.73513 -4.25470 0.469
H 2.26500 3.20972 -4.49880 0.480
O 1.91880 -1.65513 -0.55578 -0.995
H 1.17128 -1.98773 -0.05691 0.487
H 2.56367 -2.35306 -0.73847 0.502
O -0.78451 -0.17487 1.24119 -0.975
H -1.35908 0.59524 0.97622 0.513
H -0.99630 -0.89598 0.64166 0.465
O 0.73411 3.33398 3.32198 -0.943
H 0.43914 2.77727 2.58091 0.468
H -0.10807 3.49710 3.76385 0.476
O 0.07722 3.29700 -0.84077 -0.958
H 0.65471 2.75266 -0.30199 0.479
H -0.02456 2.82723 -1.67030 0.478
O -3.44068 -0.47364 1.20958 -0.969
H -4.31601 -0.83221 1.36660 0.467
H -2.75407 -1.03371 1.57204 0.494
O -5.94168 -2.58292 -0.85468 -0.914
H -5.45439 -2.31994 -0.05974 0.447
H -5.22478 -3.22636 -1.02141 0.466
O -1.47911 -4.51287 -0.68629 -0.952
H -1.34566 -4.79967 0.22574 0.460
H -0.60434 -4.15613 -0.89172 0.485
O -3.73381 2.83042 2.70676 -0.974
H -4.40457 2.61133 3.35292 0.486
H -3.98391 3.36766 1.93849 0.490
O 3.27958 4.41886 1.38292 -0.965
H 2.35206 4.13801 1.47957 0.492
H 3.86499 3.63345 1.43395 0.480
O -0.86227 -3.08164 3.46442 -0.976
H -0.87064 -3.50228 4.32222 0.483
H -0.66740 -2.14091 3.44163 0.493
O -3.12542 1.50034 -0.30500 -0.949
H -3.50742 0.69931 -0.66055 0.477
H -3.63776 1.70459 0.47751 0.475
```

## Properties
Energy relative to the best compared isomer or geometry (same formula, charge and spin) (kcal/mol): 106.79
Orbital gap (Eh): 0.3639
Lowest unoccupied orbital energy (eV): -0.25
Max |F| (eV/A): 2.028
E_tot (Ha): -1375.8167
Highest occupied orbital energy (eV): -10.157


# 4
The following is a quantum chemistry calculation of C3H3NOS in the gas phase, from OMol25.

The geometry in XYZ format:
```
9
Properties=species:S:1:pos:R:3:nbo_charge:R:1
O -0.31929 2.38046 0.18292 -0.552
C 0.28528 1.41729 -0.11557 0.548
N -0.19355 0.13578 -0.24707 -0.620
C -1.37093 -0.36967 0.36491 -0.244
C -2.67192 -0.16691 0.17656 -0.088
S -4.11594 0.12438 -0.15251 0.236
H 1.33537 1.38525 -0.42857 0.098
H 0.40510 -0.66919 -0.25631 0.400
H -1.31279 -1.09624 1.10643 0.222
```

## Properties
Energy relative to the best compared isomer or geometry (same formula, charge and spin) (kcal/mol): 36.67
SMILES: O=CNC=C=S
Orbital gap (Eh): 0.2972
Lowest unoccupied orbital energy (eV): -0.27
Max |F| (eV/A): 3.694
E_tot (Ha): -644.2285
Highest occupied orbital energy (eV): -8.356


Number 2 is which compound? C5H8NS2


max |F| of number 3 (H36O18)? 2.028 eV/A


The highest max |F| belongs to which entry? C5H8NS2


Repeat the third record exactly.
The following is a quantum chemistry calculation of 18 unconnected molecules or ions with the total composition H36O18, from OMol25.

The geometry in XYZ format:
```
54
Properties=species:S:1:pos:R:3:nbo_charge:R:1
O 1.41409 6.06167 0.11679 -0.958
H 2.26581 5.69414 0.39605 0.473
H 1.22006 5.31619 -0.49381 0.475
O 4.19754 -3.21629 -0.46395 -1.011
H 4.94254 -3.81055 -0.47173 0.499
H 3.89460 -2.81942 0.36276 0.514
O 0.02384 -3.06618 -2.42027 -0.974
H 0.80506 -2.48424 -2.47500 0.482
H -0.32713 -3.12540 -3.32323 0.493
O 0.70454 0.76546 -0.85381 -0.945
H 0.69279 0.51392 -1.79580 0.459
H 1.58553 0.37388 -0.75656 0.485
O -0.23805 -1.54941 -5.23753 -0.957
H -0.51868 -1.07370 -4.43286 0.482
H 0.71772 -1.69588 -5.28177 0.477
O 4.27869 -2.63139 2.29006 -0.984
H 4.14890 -1.69979 2.45490 0.496
H 4.77232 -3.15154 2.92711 0.499
O 2.03138 2.39825 -4.04436 -0.949
H 2.69432 1.73513 -4.25470 0.469
H 2.26500 3.20972 -4.49880 0.480
O 1.91880 -1.65513 -0.55578 -0.995
H 1.17128 -1.98773 -0.05691 0.487
H 2.56367 -2.35306 -0.73847 0.502
O -0.78451 -0.17487 1.24119 -0.975
H -1.35908 0.59524 0.97622 0.513
H -0.99630 -0.89598 0.64166 0.465
O 0.73411 3.33398 3.32198 -0.943
H 0.43914 2.77727 2.58091 0.468
H -0.10807 3.49710 3.76385 0.476
O 0.07722 3.29700 -0.84077 -0.958
H 0.65471 2.75266 -0.30199 0.479
H -0.02456 2.82723 -1.67030 0.478
O -3.44068 -0.47364 1.20958 -0.969
H -4.31601 -0.83221 1.36660 0.467
H -2.75407 -1.03371 1.57204 0.494
O -5.94168 -2.58292 -0.85468 -0.914
H -5.45439 -2.31994 -0.05974 0.447
H -5.22478 -3.22636 -1.02141 0.466
O -1.47911 -4.51287 -0.68629 -0.952
H -1.34566 -4.79967 0.22574 0.460
H -0.60434 -4.15613 -0.89172 0.485
O -3.73381 2.83042 2.70676 -0.974
H -4.40457 2.61133 3.35292 0.486
H -3.98391 3.36766 1.93849 0.490
O 3.27958 4.41886 1.38292 -0.965
H 2.35206 4.13801 1.47957 0.492
H 3.86499 3.63345 1.43395 0.480
O -0.86227 -3.08164 3.46442 -0.976
H -0.87064 -3.50228 4.32222 0.483
H -0.66740 -2.14091 3.44163 0.493
O -3.12542 1.50034 -0.30500 -0.949
H -3.50742 0.69931 -0.66055 0.477
H -3.63776 1.70459 0.47751 0.475
```

## Properties
Energy relative to the best compared isomer or geometry (same formula, charge and spin) (kcal/mol): 106.79
Orbital gap (Eh): 0.3639
Lowest unoccupied orbital energy (eV): -0.25
Max |F| (eV/A): 2.028
E_tot (Ha): -1375.8167
Highest occupied orbital energy (eV): -10.157